[1]
Below is a molecular structure, C29H55CaN2O13P2, with properties calculated with ωB97M-V/def2-TZVPD.

Net charge ... +1

XYZ file:
```
102
Properties=species:S:1:pos:R:3:forces:R:3
Ca -0.890 -0.555 0.505 1.0 -0.6 -0.4
C -2.924 -1.110 -1.897 0.0 0.0 0.1
C -1.923 -2.262 -2.000 -0.1 0.1 0.1
O -1.348 -2.440 -0.711 0.1 -0.1 0.0
C -0.926 -3.709 -0.228 -0.1 0.1 0.0
C -0.816 -3.615 1.292 0.0 0.1 -0.1
O 0.073 -2.537 1.598 -0.2 0.1 0.1
C 0.307 -2.259 2.990 -0.1 0.0 -0.1
C -0.614 -1.186 3.563 -0.2 0.1 -0.1
O -0.487 -0.035 2.734 0.1 0.3 0.1
C -1.187 1.158 3.108 -0.1 -0.1 -0.1
C -1.071 2.178 1.964 -0.2 -0.1 0.0
O -1.429 1.548 0.731 -0.1 0.4 0.1
C -2.161 2.188 -0.315 -0.1 -0.1 0.1
C -3.054 1.149 -0.999 0.1 -0.1 0.2
O -2.235 0.039 -1.404 -0.1 0.1 0.0
H -3.724 -1.385 -1.203 0.0 0.0 0.0
H -3.350 -0.896 -2.883 0.0 0.0 0.0
H -1.138 -2.021 -2.723 0.0 0.0 0.0
H -2.441 -3.175 -2.307 0.0 0.1 -0.1
H 0.038 -3.971 -0.677 0.0 0.0 0.0
H -1.667 -4.472 -0.488 0.0 0.0 0.0
H -0.415 -4.554 1.687 0.0 0.0 0.0
H -1.804 -3.418 1.713 0.0 0.0 0.0
H 1.340 -1.915 3.038 0.0 0.0 0.0
H 0.208 -3.180 3.571 0.0 0.0 0.0
H -0.301 -0.945 4.584 0.0 -0.1 0.0
H -1.654 -1.526 3.577 0.0 0.1 0.0
H -0.733 1.575 4.013 0.0 0.1 0.0
H -2.242 0.939 3.279 0.0 0.0 0.0
H -0.045 2.548 1.882 0.0 0.0 0.0
H -1.755 3.006 2.161 0.0 0.0 0.1
H -1.452 2.611 -1.032 0.0 0.0 0.0
H -2.786 2.978 0.108 -0.1 0.0 -0.1
H -3.526 1.601 -1.878 0.0 0.0 0.0
H -3.807 0.813 -0.283 0.0 0.0 0.0
C 2.457 -2.652 -2.839 0.0 0.0 -0.1
C 2.919 -2.954 -1.428 0.0 0.0 0.1
C 4.425 -2.985 -1.278 0.0 0.0 0.0
O 2.259 -2.044 -0.505 0.0 0.0 0.0
P 2.653 -0.663 0.121 -0.4 0.0 0.1
O 1.533 -0.078 0.892 0.2 -0.3 0.0
C 3.070 0.465 -1.226 0.2 0.0 -0.1
P 1.527 1.209 -1.810 -0.2 -0.3 0.1
O 0.475 0.173 -1.773 -0.1 0.1 0.0
O 1.813 1.814 -3.237 0.1 0.0 -0.2
C 1.588 1.000 -4.441 0.0 0.1 0.2
C 2.685 1.353 -5.416 0.0 0.0 -0.1
C 0.191 1.288 -4.940 0.0 0.0 -0.1
O 1.222 2.457 -0.918 0.0 0.1 0.2
C 1.718 3.833 -0.970 -0.1 -0.1 0.0
C 0.919 4.614 -1.992 0.0 0.0 -0.1
C 3.215 3.906 -1.183 0.0 0.0 0.0
O 3.933 -1.015 0.961 0.3 0.2 -0.1
C 4.797 -0.098 1.710 -0.1 -0.1 0.1
C 5.970 0.319 0.849 0.0 0.0 0.0
C 4.021 1.060 2.302 0.0 0.1 0.0
H 2.667 -3.506 -3.484 0.0 0.0 0.0
H 2.977 -1.789 -3.259 0.0 0.0 0.0
H 1.387 -2.449 -2.856 0.0 0.0 0.0
H 2.522 -3.926 -1.127 0.0 0.0 0.0
H 4.886 -2.037 -1.565 0.0 0.0 0.0
H 4.819 -3.755 -1.942 0.0 0.0 0.0
H 4.724 -3.219 -0.260 0.0 0.0 0.0
H 3.521 -0.089 -2.050 0.1 0.1 0.0
H 3.767 1.234 -0.899 0.0 0.0 0.0
H 1.658 -0.050 -4.149 0.0 0.0 0.0
H 2.634 2.409 -5.684 0.0 0.0 0.0
H 2.573 0.764 -6.326 0.0 0.0 0.0
H 3.669 1.151 -4.994 0.0 0.0 0.0
H 0.090 2.340 -5.210 0.0 0.0 0.0
H -0.544 1.045 -4.173 0.0 0.0 0.0
H -0.017 0.686 -5.826 0.0 0.0 0.0
H 1.486 4.199 0.032 0.0 0.0 0.0
H 1.075 4.218 -2.994 0.0 0.0 0.0
H 1.235 5.657 -1.979 0.0 0.0 0.0
H -0.144 4.578 -1.761 0.0 0.0 0.0
H 3.512 3.475 -2.139 0.0 0.0 0.0
H 3.761 3.414 -0.377 0.0 0.0 0.0
H 3.514 4.954 -1.185 0.0 0.0 0.0
H 5.162 -0.732 2.519 0.0 0.0 0.0
H 5.692 1.061 0.099 0.0 0.0 0.0
H 6.405 -0.543 0.345 0.0 0.0 0.0
H 6.740 0.765 1.479 0.0 0.0 0.0
H 3.628 1.725 1.530 0.0 0.0 0.0
H 4.690 1.642 2.937 0.0 0.0 0.0
H 3.179 0.713 2.898 0.0 0.0 0.0
O -2.826 -1.259 1.394 -0.3 0.1 0.1
N -3.888 -1.409 2.115 0.1 0.1 0.0
N -4.509 -0.323 2.367 -0.1 -0.2 0.0
O -4.144 0.842 1.985 0.1 0.1 -0.1
C -5.714 -0.453 3.169 0.2 0.0 -0.2
C -6.247 0.708 3.695 -0.1 0.0 0.1
C -7.394 0.624 4.475 0.0 0.1 0.0
C -7.993 -0.601 4.713 0.0 -0.1 0.0
C -7.445 -1.756 4.166 0.0 0.0 0.0
C -6.302 -1.692 3.386 0.0 0.0 0.1
H -5.766 1.650 3.483 0.0 0.0 0.0
H -7.820 1.526 4.895 0.0 0.0 0.0
H -8.888 -0.661 5.318 0.0 0.0 0.0
H -7.914 -2.715 4.341 0.0 0.0 0.0
H -5.872 -2.581 2.954 0.0 0.0 0.0
```
Forces are in eV/Å.

***

[2]
Below is 7 unconnected molecules or ions with the total composition C29H55N2O6, with properties calculated with ωB97M-V/def2-TZVPD.

Net charge ... +1

XYZ file:
```
92
Properties=species:S:1:pos:R:3:forces:R:3
C -1.002 -1.054 -1.201 -0.1 0.0 0.3
C 0.080 -0.892 -0.189 0.2 0.0 -0.1
C 1.353 -1.375 -0.412 -0.1 0.0 -0.1
C 2.310 -1.216 0.571 0.0 -0.1 -0.1
N 1.958 -0.599 1.692 0.5 -0.2 -0.1
N 0.770 -0.111 1.979 0.0 0.0 0.0
C -0.149 -0.249 1.054 -0.2 -0.1 0.0
H -1.710 -0.236 -1.107 -0.1 -0.1 -0.1
H -1.534 -1.989 -0.998 0.0 0.0 0.0
H -0.604 -1.109 -2.211 0.0 0.0 0.0
H 1.607 -1.872 -1.338 0.1 0.0 0.0
H 3.321 -1.606 0.473 0.0 0.0 0.1
H 2.659 -0.489 2.417 -0.2 0.1 0.1
H -1.127 0.151 1.309 0.0 0.1 -0.2
C -3.044 3.773 0.734 0.2 -0.1 -0.1
C -3.304 3.494 -0.753 -0.3 0.0 0.5
C -2.706 2.110 -0.882 0.4 -0.1 -0.7
O -2.845 1.434 0.363 -0.1 0.1 0.3
C -3.230 2.393 1.365 -0.2 0.2 0.0
H -3.699 4.527 1.164 0.0 0.0 0.0
H -2.011 4.101 0.863 0.0 0.0 0.0
H -4.378 3.464 -0.951 0.0 0.0 0.0
H -2.846 4.219 -1.421 0.1 0.0 0.0
H -1.633 2.179 -1.110 0.0 0.1 -0.1
H -3.190 1.519 -1.664 0.0 0.0 0.0
H -4.274 2.212 1.635 0.0 0.0 0.0
H -2.615 2.252 2.256 0.0 -0.1 0.0
C 1.252 0.058 -4.094 -0.1 0.0 0.0
C 2.282 0.559 -5.103 0.1 0.0 0.1
C 1.973 2.049 -5.138 0.0 0.0 -0.1
O 1.494 2.390 -3.831 0.0 -0.1 0.0
C 1.219 1.208 -3.091 0.1 0.0 0.0
H 1.520 -0.897 -3.639 0.0 0.0 0.0
H 0.278 -0.053 -4.575 0.0 0.0 0.0
H 3.293 0.390 -4.724 0.0 0.0 0.0
H 2.203 0.089 -6.081 0.0 0.0 0.0
H 1.190 2.275 -5.868 0.0 0.0 0.0
H 2.845 2.660 -5.365 0.0 0.0 0.0
H 1.993 1.086 -2.321 0.0 0.0 0.0
H 0.252 1.318 -2.594 0.0 0.0 0.0
C -5.654 -0.790 3.360 0.0 -0.1 0.0
C -4.787 -0.873 2.105 0.0 0.1 0.0
C -5.506 -1.952 1.304 0.0 -0.1 0.1
O -6.885 -1.847 1.642 0.0 0.0 0.0
C -7.047 -0.996 2.778 0.0 0.1 0.0
H -5.558 0.151 3.900 0.0 0.0 0.0
H -5.404 -1.603 4.045 0.0 0.0 0.0
H -4.811 0.075 1.566 0.0 0.0 0.0
H -3.744 -1.122 2.307 0.0 0.0 0.0
H -5.151 -2.952 1.580 0.0 0.0 0.0
H -5.392 -1.830 0.226 0.0 0.0 0.0
H -7.482 -0.047 2.447 0.0 0.0 0.0
H -7.738 -1.466 3.478 0.0 0.0 0.0
C 4.276 -5.670 -0.158 -0.1 0.1 -0.1
C 5.210 -5.162 -1.255 0.1 0.0 0.1
C 4.889 -3.676 -1.277 0.0 0.0 0.0
O 4.517 -3.327 0.065 -0.1 0.1 0.0
C 4.318 -4.526 0.842 0.0 0.0 0.0
H 4.591 -6.615 0.278 0.0 0.0 0.0
H 3.265 -5.796 -0.551 0.0 0.0 0.0
H 6.250 -5.318 -0.964 0.0 0.0 0.0
H 5.053 -5.637 -2.221 0.0 0.0 0.0
H 4.044 -3.464 -1.944 0.0 0.0 0.0
H 5.734 -3.058 -1.583 0.0 0.0 0.0
H 5.157 -4.632 1.534 0.0 0.0 0.0
H 3.404 -4.428 1.427 0.0 0.0 0.0
C 1.208 -3.022 4.932 0.0 0.0 0.0
C 2.648 -2.722 5.343 0.0 0.0 -0.1
C 3.357 -4.011 4.947 0.0 0.0 0.1
O 2.648 -4.523 3.812 0.0 0.0 0.0
C 1.415 -3.828 3.657 0.0 0.0 0.0
H 0.598 -2.132 4.778 0.0 0.0 0.0
H 0.722 -3.638 5.691 0.0 0.0 0.0
H 3.041 -1.881 4.762 0.0 0.0 0.0
H 2.764 -2.484 6.398 0.0 0.0 0.0
H 3.313 -4.751 5.751 0.0 0.0 0.0
H 4.402 -3.861 4.674 0.0 0.0 0.0
H 1.502 -3.169 2.779 -0.1 0.0 0.0
H 0.618 -4.547 3.468 0.0 0.0 0.0
C -0.325 7.448 -2.640 0.1 0.0 0.0
C -0.091 6.282 -3.596 -0.1 0.0 0.0
C 0.272 5.158 -2.635 0.0 0.1 0.1
O -0.445 5.428 -1.420 0.0 -0.1 0.0
C -0.987 6.752 -1.460 -0.1 0.0 0.0
H -0.942 8.242 -3.058 0.0 0.0 0.0
H 0.629 7.882 -2.335 0.0 0.0 0.0
H -1.014 6.042 -4.129 0.0 0.0 0.0
H 0.688 6.471 -4.333 0.0 0.0 0.0
H 1.345 5.154 -2.415 0.0 0.0 0.0
H -0.003 4.174 -3.007 0.0 0.0 0.0
H -2.073 6.685 -1.600 0.0 0.0 0.0
H -0.792 7.244 -0.507 0.0 0.0 0.0
```
Forces are in eV/Å.

***

For the records above, the corresponding calculated total energy values read -97579.8342, -46221.2584 eV.
For the records above, the corresponding LUMO energy values read -1.543, -4.227 eV.